No. 1
Density functional theory data (wB97M-V/def2-TZVPD) for C12H20Cl2O4Ti as an isolated structure.

Calculated values
molar mass: 347.06 g mol⁻¹
net charge: -2
HOMO-LUMO gap (spin up / spin down): 4.19 / 2.92 eV
HOMO energy (spin up / spin down): 0.4977 / 1.3950 eV

Each line ends with the Mulliken charge.
Element x y z (Å)
C -0.800 1.015 -1.873  0.66
C -1.646 -0.068 -1.600  0.38
C -0.836 -1.186 -1.229  0.62
C -3.105 -0.078 -1.711  -1.52
C 0.517 -0.773 -1.275  0.46
C 0.532 0.584 -1.701  0.66
C 1.737 1.367 -1.959  -1.59
C -1.243 2.355 -2.289  -1.77
C -1.329 -2.523 -0.909  -1.76
C 1.682 -1.610 -0.992  -1.62
Ti 1.612 1.353 2.414  1.01
Cl -1.956 1.691 1.411  -0.88
Cl 2.541 2.557 4.091  -0.55
O 3.086 0.461 1.854  -0.57
H -3.528 0.869 -1.355  0.30
H -3.532 -0.874 -1.100  0.36
H -3.448 -0.238 -2.745  0.24
H -2.243 -2.471 -0.297  0.37
H -0.575 -3.084 -0.347  0.38
H -1.579 -3.110 -1.809  0.23
H 1.500 -2.204 -0.095  0.24
H 2.582 -1.004 -0.840  0.31
H 1.864 -2.298 -1.827  0.31
H 2.583 0.710 -2.225  0.46
H 1.996 1.971 -1.072  0.08
H 1.610 2.001 -2.854  0.44
H -2.060 2.687 -1.652  0.34
H -1.587 2.322 -3.326  0.25
H -0.440 3.093 -2.230  0.41
H 4.058 0.568 2.012  0.17
O 1.412 2.658 1.188  -0.60
H 0.557 3.269 1.256  0.28
C -0.193 -2.007 3.883  -1.18
C 0.207 -0.719 3.212  1.18
O 0.348 0.394 3.836  -0.64
O 0.529 -0.751 1.978  -0.36
H -0.121 -1.904 4.962  0.35
H 0.510 -2.790 3.562  0.27
H -1.241 -2.234 3.655  0.28

***

No. 2
Density functional theory data (wB97M-V/def2-TZVPD) for C12H20FMn2O6 as an isolated structure.

Calculated values
molar mass: 389.16 g mol⁻¹
⟨S²⟩: 30.005
net charge: +3
HOMO-LUMO gap (spin up / spin down): 4.43 / 4.29 eV
spin multiplicity: 11
HOMO energy (spin up / spin down): -16.9671 / -16.9650 eV

Each line ends with the Mulliken charge.
Element x y z (Å)
Mn -2.569 -1.209 -1.681  1.42
Mn 1.138 -2.494 -1.292  1.33
F -0.662 -1.508 -1.076  -0.30
O 1.348 1.368 3.084  -0.52
C 0.580 1.555 2.191  0.50
O 0.501 2.664 1.439  -0.29
C 1.353 3.782 1.809  -0.28
C 2.320 4.064 0.685  -1.04
C -0.462 0.556 1.736  -0.44
H 1.877 3.624 2.746  0.35
H 0.678 4.627 1.919  0.31
H 2.791 5.030 0.863  0.40
H 1.749 4.213 -0.238  0.24
H 3.039 3.267 0.509  0.27
H -0.114 0.168 0.767  -0.12
H -1.380 1.091 1.488  0.36
H -0.619 -0.289 2.395  0.27
O 2.210 -0.835 -1.452  -0.90
C 2.569 -0.127 -2.436  0.75
O 2.062 1.040 -2.548  -0.27
C 2.527 1.728 -3.743  -0.38
C 3.226 0.651 -4.600  -0.49
C 3.485 -0.481 -3.581  -0.38
H 3.180 2.572 -3.530  0.32
H 1.688 2.190 -4.260  0.32
H 4.173 1.062 -4.930  0.30
H 2.592 0.291 -5.403  0.30
H 4.482 -0.374 -3.133  0.30
H 3.352 -1.477 -3.995  0.41
O -3.587 -1.606 -0.008  -0.74
C -3.828 -2.303 1.009  0.54
O -4.986 -2.798 1.157  -0.23
C -5.126 -3.453 2.444  -0.42
C -3.704 -3.691 2.963  -0.56
C -2.897 -2.697 2.115  -0.04
H -5.738 -4.348 2.374  0.37
H -5.698 -2.829 3.132  0.29
H -3.362 -4.702 2.756  0.28
H -3.605 -3.471 4.019  0.33
H -1.980 -3.056 1.640  0.27
H -2.603 -1.797 2.666  0.16

***

No. 3
Density functional theory data (wB97M-V/def2-TZVPD) for C12H20I2MoN2O5S as an isolated structure.

Calculated values
molar mass: 654.12 g mol⁻¹
⟨S²⟩: 2.019
net charge: +2
HOMO-LUMO gap (spin up / spin down): 6.85 / 7.30 eV
spin multiplicity: 3
HOMO energy (spin up / spin down): -15.5519 / -15.5733 eV

Each line ends with the Mulliken charge.
Element x y z (Å)
Mo -0.079 0.318 -0.198  1.16
N -0.191 0.256 2.017  -0.48
C 0.994 -0.285 2.761  -0.11
C 2.024 0.795 3.041  -1.05
C 2.542 1.551 1.816  -0.43
C 3.052 0.648 0.697  -0.61
N 2.066 0.546 -0.430  -0.29
H -0.392 1.200 2.349  0.33
H -1.016 -0.284 2.274  0.36
H 1.413 -1.098 2.162  0.00
H 0.654 -0.729 3.696  0.46
H 2.863 0.308 3.544  0.37
H 1.619 1.504 3.766  0.38
H 3.352 2.205 2.138  0.37
H 1.784 2.232 1.414  0.35
H 3.258 -0.361 1.057  0.31
H 3.979 1.027 0.268  0.44
H 2.380 -0.150 -1.108  0.28
H 2.103 1.428 -0.966  0.50
O -1.249 2.968 -2.497  -0.48
S -0.103 2.350 -1.965  1.15
O -0.293 2.187 -0.325  -0.39
O -0.090 0.812 -2.164  -0.60
O 1.211 2.872 -2.125  -0.62
C -1.748 -3.391 -0.537  -1.10
C -0.352 -2.927 -0.311  0.84
O -0.149 -1.673 -0.263  -0.32
C 0.749 -3.840 -0.176  0.57
C 2.053 -3.370 0.061  0.30
C 3.101 -4.255 0.173  -0.79
C 2.864 -5.624 0.045  -0.40
C 1.583 -6.107 -0.190  -0.91
C 0.527 -5.223 -0.298  -0.44
H -2.443 -2.557 -0.503  -0.11
H -2.033 -4.130 0.212  0.46
H -1.818 -3.875 -1.514  0.43
H 2.233 -2.309 0.162  -0.06
H 4.105 -3.897 0.355  0.44
H 3.690 -6.317 0.131  0.43
H 1.414 -7.170 -0.290  0.43
H -0.466 -5.607 -0.485  0.42
I -3.058 0.311 -0.281  0.29
I -3.612 2.794 0.459  0.11

***

No. 4
Density functional theory data (wB97M-V/def2-TZVPD) for C12H20IrN4OS as an isolated structure.

Calculated values
molar mass: 460.60 g mol⁻¹
net charge: +1
HOMO-LUMO gap (spin up / spin down): 6.79 / 6.79 eV
HOMO energy (spin up / spin down): -10.9762 / -10.9773 eV

Each line ends with the Mulliken charge.
Element x y z (Å)
Ir 0.030 -0.636 0.220  1.07
C 1.972 2.933 -1.408  -1.53
C 1.624 1.600 -0.835  0.60
N 0.417 1.236 -0.593  -0.14
N -0.643 2.119 -0.564  -0.24
C -1.394 1.947 0.538  0.64
N -2.432 2.728 0.780  -0.37
S -0.863 0.762 1.681  -0.40
C 2.612 0.625 -0.327  0.73
C 3.979 0.781 -0.488  -0.70
C 4.843 -0.088 0.159  -0.40
C 4.314 -1.090 0.953  -0.78
C 2.939 -1.209 1.058  0.03
N 2.099 -0.382 0.432  -0.04
H 1.368 3.142 -2.292  0.38
H 3.014 2.996 -1.703  0.34
H 1.778 3.713 -0.667  0.36
H -0.849 2.747 -1.327  0.27
H -2.664 3.521 0.204  0.20
H -3.005 2.545 1.587  0.24
H 4.373 1.574 -1.105  0.24
H 5.912 0.024 0.047  0.46
H 4.949 -1.784 1.485  0.40
H 2.480 -1.991 1.646  0.45
C 0.008 -2.623 0.792  -1.55
H 0.219 -2.784 1.853  0.39
H 0.830 -3.095 0.231  0.51
H -0.904 -3.166 0.555  0.36
C -3.920 -1.209 -1.376  -1.55
C -2.797 -1.619 -0.438  0.62
C -3.275 -1.667 1.004  -1.24
O -1.745 -0.686 -0.637  -0.70
H -4.740 -1.928 -1.340  0.41
H -3.557 -1.152 -2.402  0.36
H -4.310 -0.230 -1.088  0.34
H -2.453 -2.618 -0.733  0.27
H -3.682 -0.698 1.301  0.26
H -2.463 -1.926 1.683  0.26
H -4.064 -2.413 1.114  0.46

***

- Among the records above, which one has the highest net charge?
  C12H20FMn2O6